Entry 1:
{"formula": "C9H16NOS", "method": "ωB97M-V/def2-TZVPD", "total_charge": 1, "e_homo_ev": -12.23, "e_above_lowest_kcal_mol": 34.3, "multiplicity": 1, "lumo_energy_ha": -0.133, "symbols": ["C", "C", "C", "C", "C", "C", "C", "C", "C", "N", "O", "S", "H", "H", "H", "H", "H", "H", "H", "H", "H", "H", "H", "H", "H", "H", "H", "H"], "positions_angstrom": [[1.624, -0.853, -0.716], [0.752, -1.239, 0.214], [1.389, 0.422, -1.439], [-1.243, 1.908, 0.896], [-1.283, 2.180, -0.602], [-0.029, 0.918, 0.910], [2.753, -1.658, -1.216], [0.778, -2.511, 0.949], [-2.647, 1.699, 1.544], [-0.345, -0.339, 0.452], [-1.564, 3.438, -0.895], [0.562, 1.889, -0.631], [2.296, 0.882, -1.752], [0.832, 0.242, -2.344], [-0.992, 2.872, 1.283], [-1.897, 1.494, -1.221], [0.636, 0.892, 1.828], [2.460, -2.251, -2.166], [3.111, -2.198, -0.314], [3.609, -1.010, -1.451], [1.860, -2.796, 0.954], [0.511, -3.407, 0.319], [0.261, -2.415, 1.822], [-3.438, 2.261, 0.867], [-2.720, 2.145, 2.573], [-3.021, 0.621, 1.560], [-1.334, -0.692, 0.367], [-1.805, 3.440, -1.864]], "nbo_charge": [-0.0525, 0.1982, -0.5088, -0.2999, 0.0631, -0.0400, -0.6447, -0.6703, -0.6267, -0.6786, -0.6496, 0.6189, 0.2502, 0.2500, 0.2528, 0.2097, 0.2497, 0.2483, 0.2404, 0.2288, 0.2424, 0.2490, 0.2334, 0.2406, 0.2498, 0.2214, 0.4254, 0.4991]}

Entry 2:
{"formula": "C18H17N2O9PtS", "method": "ωB97M-V/def2-TZVPD", "total_charge": 3, "s_squared": 6.048, "e_homo_ev": [-18.12, -18.55], "e_above_lowest_kcal_mol": 0.0, "multiplicity": 5, "lumo_energy_ha": [-0.347, -0.444], "symbols": ["Pt", "O", "C", "O", "C", "C", "C", "C", "C", "N", "C", "O", "O", "H", "H", "H", "H", "H", "O", "C", "C", "C", "C", "C", "C", "C", "O", "N", "O", "O", "H", "H", "H", "H", "O", "S", "C", "C", "C", "C", "H", "H", "H", "H", "H", "H", "H", "H"], "positions_angstrom": [[0.228, 0.671, 1.201], [1.437, 3.818, 3.805], [1.150, 2.763, 3.105], [0.794, 2.780, 1.932], [1.308, 1.476, 3.865], [1.841, 1.409, 5.141], [1.970, 0.162, 5.735], [1.552, -0.967, 5.043], [1.013, -0.815, 3.776], [0.903, 0.386, 3.204], [0.474, -1.925, 2.909], [0.507, -3.166, 3.313], [-0.009, -1.666, 1.818], [1.332, 4.638, 3.288], [2.149, 2.313, 5.648], [2.390, 0.069, 6.728], [1.655, -1.938, 5.508], [0.893, -3.303, 4.191], [1.887, 0.627, -0.196], [1.975, 1.202, -1.278], [0.953, 2.004, -1.934], [1.293, 2.583, -3.131], [0.360, 3.390, -3.810], [-0.914, 3.649, -3.327], [-1.287, 3.079, -2.132], [-0.382, 2.224, -1.398], [-0.811, 1.708, -0.334], [0.779, 3.985, -5.108], [-0.027, 4.694, -5.652], [1.888, 3.690, -5.487], [2.925, 1.103, -1.816], [2.268, 2.447, -3.583], [-1.580, 4.287, -3.895], [-2.266, 3.245, -1.701], [-0.840, -1.327, -0.904], [-1.445, -2.650, -0.696], [-0.661, -3.968, -1.671], [-1.868, -4.786, -2.118], [-2.979, -3.804, -2.518], [-3.132, -2.786, -1.382], [0.069, -4.494, -1.059], [-0.167, -3.427, -2.481], [-2.208, -5.434, -1.308], [-1.574, -5.427, -2.949], [-3.922, -4.330, -2.652], [-2.736, -3.294, -3.450], [-3.784, -3.132, -0.579], [-3.400, -1.767, -1.660]], "lowdin_charge": [1.3827, 0.2244, -0.4210, 0.0281, -0.1282, 0.0861, 0.0540, 0.0695, -0.1347, 0.0209, -0.4178, 0.2231, -0.0158, 0.1831, 0.1503, 0.1478, 0.1392, 0.1432, -0.0564, -0.1022, -0.0727, 0.1149, -0.0327, 0.0764, 0.1167, -0.2792, -0.0747, -0.3338, 0.1568, 0.1387, 0.1658, 0.1508, 0.1508, 0.1501, -0.3627, 1.1481, -0.2239, -0.1962, -0.1849, -0.2175, 0.1174, 0.1238, 0.1356, 0.1455, 0.1416, 0.1346, 0.1185, 0.1159]}

Entry 3:
{"formula": "C4H6N2O", "method": "ωB97M-V/def2-TZVPD", "smiles": "N#CCCOC#N.[H][H]", "e_homo_ev": -11.07, "e_above_lowest_kcal_mol": 76.1, "multiplicity": 1, "lumo_energy_ha": 0.013, "symbols": ["N", "C", "C", "C", "O", "C", "N", "H", "H", "H", "H", "H", "H"], "positions_angstrom": [[1.732, 1.874, -0.789], [1.524, 0.913, -0.181], [1.288, -0.326, 0.567], [0.165, -1.182, -0.008], [-1.117, -0.659, 0.416], [-1.884, -0.208, -0.519], [-2.592, 0.216, -1.335], [1.062, -0.083, 1.611], [2.215, -0.910, 0.561], [0.198, -1.222, -1.099], [0.221, -2.193, 0.400], [-1.636, 1.921, -0.103], [-1.176, 1.858, 0.480]], "nbo_charge": [-0.2864, 0.2655, -0.5374, -0.0446, -0.4886, 0.5494, -0.4022, 0.2661, 0.2628, 0.2154, 0.2080, 0.0306, -0.0385]}